Density functional theory data (ωB97M-V/def2-TZVPD) for one molecule with the formula C25H24N2O5.

Positions of all 56 atoms, in Å:
O (-2.61, 7.00, 0.87)
O (1.27, -1.49, -2.73)
O (1.72, 2.91, -0.68)
O (-0.61, 6.30, 0.22)
O (1.27, -4.75, -1.23)
N (-0.36, 3.73, -0.49)
N (0.37, -2.20, -0.75)
C (3.95, -3.25, -1.08)
C (3.69, -3.66, 1.36)
C (-0.64, 1.31, 1.28)
C (3.08, -4.20, 2.47)
C (0.07, 1.39, 0.09)
C (0.42, 0.23, -0.58)
C (-3.82, 2.53, -0.82)
C (-1.79, 6.07, 0.36)
C (-0.99, 0.08, 1.79)
C (-2.47, 4.82, -0.02)
C (0.12, -5.92, 0.88)
C (-2.45, 2.56, -0.87)
C (-0.67, -1.10, 1.12)
C (1.36, -5.10, 1.06)
C (-1.74, 3.69, -0.45)
C (0.55, 2.71, -0.42)
C (1.93, -4.94, 2.32)
C (1.97, -4.51, -0.06)
C (-1.07, -2.42, 1.70)
C (1.26, -3.83, -2.30)
C (0.98, -2.37, -1.95)
C (-4.54, 3.63, -0.36)
C (0.04, -1.01, -0.08)
C (3.17, -3.81, 0.08)
C (-3.86, 4.76, 0.02)
H (0.04, 4.66, -0.51)
H (2.17, -3.87, -2.90)
H (4.92, -2.91, -0.72)
H (3.46, -2.40, -1.54)
H (0.44, -4.18, -2.94)
H (4.61, -3.10, 1.47)
H (-0.90, 2.21, 1.82)
H (-5.62, 3.59, -0.32)
H (1.45, -5.40, 3.17)
H (-4.35, 1.65, -1.16)
H (-1.53, 0.02, 2.72)
H (-1.91, 1.72, -1.27)
H (-0.61, -5.41, 0.26)
H (-1.71, -2.98, 1.01)
H (-1.63, -2.27, 2.62)
H (-0.34, -6.15, 1.84)
H (0.14, -3.05, -0.24)
H (-4.41, 5.63, 0.35)
H (-2.11, 7.79, 1.08)
H (3.51, -4.06, 3.45)
H (0.99, 0.29, -1.49)
H (0.36, -6.86, 0.38)
H (-0.19, -3.03, 1.94)
H (4.12, -4.01, -1.83)

As for the SMILES: Cc1ccc(C(=O)Nc2ccccc2C(=O)O)cc1NC(=O)COc1c(C)cccc1C. The lowest unoccupied orbital energy is 0.245 eV. The gap between HOMO and LUMO comes out at 8.70 eV. As for the HOMO energy: -8.451 eV. As for the spin multiplicity: 1. The electronic energy is -1452.85201 Ha.

Population analysis type Löwdin, resulting atomic charges in e:
1 O 0.108
2 O 0.082
3 O 0.109
4 O 0.097
5 O -0.049
6 N 0.159
7 N 0.170
8 C -0.021
9 C -0.045
10 C -0.030
11 C -0.080
12 C -0.164
13 C 0.063
14 C -0.057
15 C -0.461
16 C -0.026
17 C -0.069
18 C -0.033
19 C -0.009
20 C -0.194
21 C -0.228
22 C -0.171
23 C -0.411
24 C -0.059
25 C -0.201
26 C -0.029
27 C -0.091
28 C -0.450
29 C -0.078
30 C -0.147
31 C -0.185
32 C -0.017
33 H 0.135
34 H 0.124
35 H 0.082
36 H 0.079
37 H 0.146
38 H 0.110
39 H 0.123
40 H 0.102
41 H 0.111
42 H 0.109
43 H 0.112
44 H 0.116
45 H 0.074
46 H 0.090
47 H 0.083
48 H 0.081
49 H 0.112
50 H 0.115
51 H 0.136
52 H 0.102
53 H 0.118
54 H 0.090
55 H 0.074
56 H 0.090

=====

Density functional theory data (ωB97M-V/def2-TZVPD) for C25H24N2O5S as an isolated structure.

Positions of all 57 atoms, in Å:
S (2.88, 0.67, -0.24)
O (-1.29, -3.88, -0.26)
O (2.13, 1.59, 0.87)
O (5.45, -2.67, -0.63)
O (-5.29, -0.41, 0.85)
O (2.77, 1.08, -1.59)
N (-2.28, 0.16, -0.14)
N (-1.38, -1.92, 0.90)
C (-6.84, 0.54, -0.60)
C (-2.25, 1.02, -1.35)
C (4.65, -1.66, -0.10)
C (3.36, -1.97, -0.38)
C (6.56, 1.97, 0.70)
C (5.28, -0.52, 0.02)
C (-4.76, -0.35, -0.33)
C (2.90, -3.28, 0.13)
C (-1.43, 2.17, 1.00)
C (-2.94, -2.02, 0.66)
C (-2.68, 1.32, 1.08)
C (-5.53, -0.08, -1.25)
C (7.40, 0.79, 0.62)
C (-0.94, 2.16, -1.43)
C (0.59, -2.71, 0.05)
C (4.45, 0.84, 0.00)
C (-0.70, -2.91, 0.17)
C (1.54, -3.56, 0.02)
C (1.00, -1.33, -0.05)
C (6.72, -0.19, 0.15)
C (-6.67, 0.30, 0.62)
C (-3.29, -0.78, -0.41)
C (-1.24, 3.05, -0.06)
C (5.28, 1.93, 0.38)
C (2.42, -0.77, -0.14)
H (-0.38, 1.64, 1.26)
H (-2.03, 0.47, -2.30)
H (-0.32, 3.45, -0.10)
H (3.72, -4.16, -0.02)
H (-3.17, 1.60, -1.77)
H (-1.09, 2.58, -2.19)
H (-7.17, 0.47, 1.61)
H (-3.05, -1.23, -1.24)
H (-3.45, -2.89, 0.58)
H (-2.70, 0.75, 1.89)
H (-1.00, -1.21, 1.20)
H (1.11, -4.50, 0.15)
H (-3.54, 1.86, 0.94)
H (-7.69, 0.66, -1.22)
H (-0.07, 1.47, -1.20)
H (8.35, 1.04, 0.73)
H (0.31, -0.50, -0.14)
H (4.67, 2.92, 0.34)
H (-3.46, -1.66, 1.94)
H (-5.43, -0.09, -2.17)
H (-1.57, 3.00, 1.70)
H (-2.05, 3.80, -0.36)
H (7.16, -1.11, 0.23)
H (6.95, 3.07, 0.87)

The lowest unoccupied orbital energy is -2.429 eV. The gap between HOMO and LUMO comes out at 6.62 eV. As for the HOMO energy: -9.048 eV. As for the spin multiplicity: 1. The electronic energy is -1850.14770 Ha.

Population analysis type Löwdin, resulting atomic charges in e:
1 S 0.674
2 O 0.110
3 O -0.340
4 O -0.004
5 O 0.014
6 O -0.227
7 N -0.062
8 N 0.135
9 C -0.006
10 C -0.159
11 C -0.319
12 C -0.045
13 C -0.053
14 C -0.033
15 C -0.393
16 C 0.091
17 C -0.260
18 C 0.031
19 C -0.004
20 C 0.026
21 C -0.035
22 C -0.018
23 C -0.205
24 C -0.180
25 C -0.488
26 C -0.021
27 C 0.161
28 C -0.009
29 C -0.025
30 C -0.242
31 C -0.238
32 C -0.082
33 C -0.223
34 H 0.160
35 H 0.104
36 H 0.062
37 H 0.185
38 H 0.136
39 H -0.041
40 H 0.137
41 H 0.088
42 H 0.047
43 H 0.052
44 H -0.016
45 H 0.128
46 H 0.095
47 H 0.104
48 H 0.099
49 H 0.079
50 H 0.094
51 H 0.158
52 H 0.199
53 H 0.033
54 H 0.119
55 H 0.150
56 H 0.096
57 H 0.159

=====

Density functional theory data (ωB97M-V/def2-TZVPD) for one molecule with the formula C25H24N4O5.

Positions of all 58 atoms, in Å:
O (-4.91, 0.60, -2.56)
O (-0.76, -2.05, -0.50)
O (6.71, -0.27, -0.55)
O (5.07, 1.20, 1.30)
O (-1.70, 0.17, 2.88)
N (-4.83, -0.59, 1.34)
N (-2.17, -1.18, 1.11)
N (-5.70, -1.61, 1.32)
N (0.54, -2.02, -0.89)
C (-0.90, -1.27, 0.58)
C (2.61, -0.97, -0.21)
C (3.25, -0.01, 0.57)
C (6.38, 3.02, 2.03)
C (0.30, -0.70, 0.91)
C (-5.80, -0.53, -0.63)
C (-2.45, 3.08, -1.62)
C (-2.50, -0.42, 2.20)
C (-4.12, 1.35, -1.75)
C (4.61, 0.24, 0.45)
C (-4.05, 1.18, -0.35)
C (-3.30, 2.29, -2.37)
C (-4.86, 0.10, 0.17)
C (3.36, -1.68, -1.15)
C (-6.06, -0.04, -2.01)
C (1.19, -1.22, -0.07)
C (8.93, -0.52, -1.34)
C (7.49, -0.99, -1.49)
C (5.37, -0.51, -0.48)
C (-6.29, -1.59, 0.14)
C (-4.00, -0.41, 2.50)
C (6.33, 1.82, 1.10)
C (4.71, -1.45, -1.27)
C (-3.21, 2.01, 0.39)
C (-2.42, 2.95, -0.24)
H (-1.77, 3.58, 0.35)
H (-3.35, 2.37, -3.44)
H (-7.04, -2.31, -0.10)
H (6.26, 2.70, 3.06)
H (6.43, 2.15, 0.06)
H (7.43, -2.07, -1.28)
H (5.27, -2.02, -1.99)
H (-3.18, 1.93, 1.46)
H (7.13, -0.80, -2.51)
H (-6.31, -0.85, -2.70)
H (-4.24, 0.53, 3.02)
H (5.58, 3.72, 1.80)
H (7.14, 1.13, 1.33)
H (-4.23, -1.24, 3.17)
H (2.71, 0.57, 1.29)
H (-2.88, -1.70, 0.62)
H (9.57, -1.04, -2.04)
H (2.87, -2.41, -1.76)
H (8.99, 0.55, -1.53)
H (0.49, -0.04, 1.73)
H (9.28, -0.70, -0.33)
H (-1.82, 3.80, -2.11)
H (-6.90, 0.68, -2.01)
H (7.34, 3.53, 1.93)

As for the SMILES: CCOc1ccc(-c2cc(NC(=O)Cn3ncc4c3-c3ccccc3OC4)on2)cc1OCC. The lowest unoccupied orbital energy is 0.646 eV. The gap between HOMO and LUMO comes out at 8.58 eV. As for the HOMO energy: -7.933 eV. As for the spin multiplicity: 1. The electronic energy is -1562.23949 Ha.

Population analysis type Löwdin, resulting atomic charges in e:
1 O -0.012
2 O 0.032
3 O -0.081
4 O -0.034
5 O 0.100
6 N -0.115
7 N 0.195
8 N 0.080
9 N 0.110
10 C -0.268
11 C -0.169
12 C 0.064
13 C -0.064
14 C 0.072
15 C -0.129
16 C -0.074
17 C -0.460
18 C -0.203
19 C -0.180
20 C -0.075
21 C 0.004
22 C -0.120
23 C -0.024
24 C -0.110
25 C -0.235
26 C -0.061
27 C -0.256
28 C -0.180
29 C -0.083
30 C -0.028
31 C -0.249
32 C -0.007
33 C -0.022
34 C -0.077
35 H 0.105
36 H 0.120
37 H 0.109
38 H 0.076
39 H 0.128
40 H 0.127
41 H 0.104
42 H 0.102
43 H 0.128
44 H 0.135
45 H 0.139
46 H 0.076
47 H 0.120
48 H 0.141
49 H 0.124
50 H 0.164
51 H 0.076
52 H 0.110
53 H 0.078
54 H 0.103
55 H 0.078
56 H 0.105
57 H 0.136
58 H 0.074

=====

Density functional theory data (ωB97M-V/def2-TZVPD) for one molecule with the formula C25H24N4O6.

Positions of all 59 atoms, in Å:
O (2.16, 1.22, -0.37)
O (-3.46, -0.53, 1.31)
O (3.42, -1.48, -1.44)
O (0.95, -2.76, 2.10)
O (-2.31, -3.62, -0.25)
O (-1.41, -1.23, 1.93)
N (2.16, -2.09, 0.32)
N (-0.35, 3.46, 0.91)
N (1.31, -2.18, -1.86)
N (-0.82, -3.05, -2.27)
C (0.97, -2.55, 0.91)
C (-1.64, 1.02, 1.40)
C (1.53, 2.37, -0.02)
C (-1.80, -2.60, 1.84)
C (2.32, 3.45, -0.35)
C (1.71, -0.19, -5.08)
C (-1.57, 3.44, 1.47)
C (3.34, 1.57, -0.91)
C (3.49, 2.92, -0.93)
C (-2.29, 2.24, 1.74)
C (-0.12, 0.00, -3.37)
C (0.12, -2.67, -1.41)
C (-1.44, -3.10, 0.45)
C (2.37, -1.88, -1.01)
C (-4.11, 3.53, 2.63)
C (-3.40, 4.72, 2.37)
C (3.29, -1.80, 1.20)
C (0.23, 2.31, 0.60)
C (-2.16, 4.68, 1.80)
C (1.57, -1.90, -3.27)
C (1.32, -0.43, -3.62)
C (-0.11, -2.79, -0.03)
C (-0.38, 1.06, 0.85)
C (-2.30, -0.31, 1.55)
C (-3.56, 2.32, 2.32)
H (3.97, 0.76, -1.25)
H (1.97, 0.18, -2.98)
H (-1.23, -3.13, 2.61)
H (3.45, -0.73, 1.25)
H (-0.42, -0.17, -2.34)
H (2.75, -0.45, -5.25)
H (-1.60, 5.57, 1.59)
H (-4.11, 1.41, 2.51)
H (3.05, -2.20, 2.18)
H (-2.88, -2.70, 1.99)
H (2.06, 4.48, -0.19)
H (-5.09, 3.59, 3.07)
H (-0.81, -2.74, -3.23)
H (-1.68, -3.39, -1.83)
H (4.19, -2.28, 0.80)
H (0.14, 0.15, 0.59)
H (1.58, 0.86, -5.34)
H (4.32, 3.47, -1.31)
H (2.63, -2.12, -3.44)
H (-0.81, -0.53, -4.03)
H (0.98, -2.57, -3.90)
H (-0.23, 1.07, -3.58)
H (-3.86, 5.67, 2.62)
H (1.09, -0.79, -5.74)

As for the SMILES: CC(C)Cn1c(N)c(C(=O)COC(=O)c2cc(-c3ccco3)nc3ccccc23)c(=O)n(C)c1=O. The lowest unoccupied orbital energy is -0.334 eV. The gap between HOMO and LUMO comes out at 7.81 eV. As for the HOMO energy: -8.148 eV. As for the spin multiplicity: 1. The electronic energy is -1637.63058 Ha.

Population analysis type Löwdin, resulting atomic charges in e:
1 O 0.024
2 O 0.140
3 O 0.082
4 O 0.083
5 O 0.065
6 O 0.016
7 N 0.042
8 N 0.182
9 N 0.080
10 N 0.217
11 C -0.379
12 C -0.032
13 C -0.213
14 C -0.061
15 C 0.004
16 C -0.065
17 C -0.208
18 C -0.121
19 C -0.046
20 C -0.083
21 C -0.057
22 C -0.224
23 C -0.291
24 C -0.437
25 C -0.072
26 C -0.077
27 C 0.012
28 C -0.184
29 C -0.014
30 C -0.106
31 C -0.393
32 C -0.012
33 C 0.089
34 C -0.422
35 C -0.012
36 H 0.110
37 H 0.120
38 H 0.135
39 H 0.095
40 H 0.068
41 H 0.081
42 H 0.110
43 H 0.110
44 H 0.092
45 H 0.137
46 H 0.111
47 H 0.104
48 H 0.099
49 H 0.093
50 H 0.100
51 H 0.114
52 H 0.082
53 H 0.102
54 H 0.132
55 H 0.078
56 H 0.127
57 H 0.086
58 H 0.103
59 H 0.082

=====

What is the formula in the fourth record? C25H24N4O6

=====

Among the records above, which one has the lowest electronic energy? C25H24N2O5S

=====

Number 3 is which compound? C25H24N4O5